{"formula": "C50H57IN7O3STi", "method": "ωB97M-V/def2-TZVPD", "homo_energy_ev": -10.09, "e_tot_ha": -4093.8085, "mol_weight_g_mol": 1010.9, "largest_force_ha_per_bohr": 0.01030, "charge": 1, "de_lowest_kcal_mol": 0.0, "symbols": ["Ti", "C", "C", "C", "C", "C", "C", "N", "C", "C", "C", "C", "C", "C", "N", "N", "C", "C", "C", "C", "C", "N", "H", "H", "H", "H", "H", "H", "H", "H", "H", "H", "H", "H", "H", "C", "C", "C", "C", "C", "C", "C", "N", "C", "C", "C", "C", "C", "C", "O", "C", "C", "C", "C", "C", "C", "C", "C", "C", "O", "C", "C", "C", "C", "C", "C", "H", "H", "H", "H", "H", "H", "H", "H", "H", "H", "H", "H", "H", "H", "H", "H", "H", "H", "H", "H", "H", "H", "H", "H", "H", "H", "H", "H", "H", "H", "H", "H", "H", "H", "H", "H", "H", "H", "H", "H", "I", "C", "C", "C", "C", "N", "C", "H", "H", "H", "H", "O", "S", "N"], "positions_angstrom": [[1.810142, -0.514078, 0.028995], [-0.589793, 1.682597, 4.725029], [0.717722, 1.256840, 4.925367], [1.336285, 0.446086, 3.988848], [0.653252, 0.033336, 2.845957], [-0.665308, 0.432774, 2.665588], [-1.275803, 1.266058, 3.595420], [1.304929, -0.848342, 1.930852], [1.530254, -2.133262, 2.394336], [0.849774, -2.734749, 3.463154], [1.166711, -4.022666, 3.844392], [2.169060, -4.765586, 3.203506], [2.866351, -4.195030, 2.165068], [2.534536, -2.899917, 1.766920], [3.172222, -2.164848, 0.785714], [4.261133, -2.500715, 0.290618], [4.732864, -1.472515, -0.573948], [5.985573, -1.590189, -1.138124], [6.437421, -0.543482, -1.931827], [5.627835, 0.562795, -2.123570], [4.376852, 0.589225, -1.526282], [3.938569, -0.413340, -0.766538], [-1.072471, 2.320942, 5.453410], [1.260407, 1.563199, 5.810529], [2.358462, 0.117961, 4.137256], [-1.232179, 0.058415, 1.823366], [-2.304784, 1.566488, 3.444378], [0.077587, -2.182031, 3.980363], [0.617981, -4.473562, 4.661522], [2.388978, -5.774571, 3.521484], [3.649844, -4.727905, 1.642898], [6.576854, -2.472453, -0.941254], [7.416087, -0.592226, -2.390427], [5.946534, 1.397546, -2.730944], [3.689152, 1.415034, -1.657716], [-5.273584, -1.115075, 0.147098], [-4.709502, -1.730697, -1.141280], [-5.043182, -0.816858, -2.329185], [-5.389604, -3.080613, -1.367055], [-3.190962, -1.861897, -1.018548], [-2.433592, -0.713149, -0.811578], [-1.057537, -0.805358, -0.688400], [-0.125380, 0.228585, -0.448795], [-0.293163, 1.505027, -0.390095], [-1.489826, 2.294097, -0.458121], [-1.516382, 3.463649, 0.216972], [-0.321910, 3.959595, 0.902452], [0.904009, 3.458849, 0.731566], [1.028281, 2.257992, -0.205026], [1.970732, 1.325357, 0.185148], [2.156080, 4.071904, 1.350409], [3.283524, 4.219474, 0.319396], [1.856731, 5.463600, 1.917237], [2.646914, 3.190124, 2.506630], [-2.780693, 4.298838, 0.332571], [-3.210248, 4.316722, 1.808369], [-2.495609, 5.732288, -0.143770], [-3.930041, 3.731943, -0.499387], [-0.417936, -2.061312, -0.748308], [0.903844, -2.041030, -0.501910], [-1.140222, -3.226482, -0.989366], [-2.526715, -3.076186, -1.105029], [-0.530836, -4.632982, -1.033863], [-0.654804, -5.245296, 0.369441], [0.946079, -4.662162, -1.451554], [-1.284374, -5.510735, -2.045096], [-6.358426, -1.017090, 0.074197], [-4.864239, -0.119795, 0.333271], [-5.043410, -1.740669, 1.011567], [-6.125140, -0.715152, -2.433941], [-4.646127, -1.226956, -3.259779], [-4.627378, 0.184634, -2.198873], [-6.467317, -2.934528, -1.450342], [-5.213942, -3.767390, -0.536540], [-5.049465, -3.556980, -2.288830], [-2.941855, 0.229647, -0.714514], [-2.364241, 1.926520, -0.962168], [-0.451292, 4.835885, 1.518542], [3.011980, 4.913674, -0.478920], [3.559100, 3.262161, -0.121359], [4.165169, 4.625190, 0.818328], [1.452109, 6.133398, 1.155680], [2.782263, 5.900292, 2.294269], [1.157457, 5.419705, 2.753960], [2.943496, 2.200448, 2.165665], [1.863233, 3.073627, 3.254297], [3.507392, 3.668575, 2.980601], [-2.434583, 4.714218, 2.464047], [-3.463483, 3.310911, 2.149203], [-4.095205, 4.945045, 1.920202], [-1.724526, 6.222154, 0.451110], [-3.407373, 6.324953, -0.053908], [-2.174287, 5.742944, -1.184492], [-4.222478, 2.733250, -0.165137], [-3.675381, 3.687673, -1.560450], [-4.803065, 4.376681, -0.395970], [-3.113495, -3.968440, -1.257874], [-0.107289, -4.645809, 1.101888], [-0.242740, -6.257080, 0.380054], [-1.699087, -5.297029, 0.684059], [1.597371, -4.229632, -0.696493], [1.101374, -4.129024, -2.392910], [1.243380, -5.701955, -1.601133], [-2.325943, -5.681143, -1.776790], [-0.806101, -6.489992, -2.096726], [-1.257225, -5.066260, -3.042337], [-0.926472, 0.908922, -5.628903], [0.515270, -0.194494, -4.623739], [1.190415, -1.244785, -5.217467], [2.121730, -1.933536, -4.454960], [2.339198, -1.543664, -3.147273], [1.701166, -0.518600, -2.571805], [0.800264, 0.128781, -3.304991], [0.991666, -1.525664, -6.243037], [2.668437, -2.771241, -4.865180], [3.042960, -2.089380, -2.531693], [0.270107, 0.938749, -2.829893], [-0.011912, 4.786733, -2.110857], [1.011099, 3.833967, -2.475121], [1.413773, 2.711511, -1.561801]], "atomic_forces_ev_per_a": [[0.491, -0.024, 0.196], [0.036, 0.009, 0.014], [-0.006, 0.005, 0.000], [0.013, -0.013, -0.036], [0.005, -0.001, 0.087], [-0.039, 0.012, 0.000], [-0.022, -0.021, -0.029], [0.072, -0.055, -0.084], [-0.061, 0.003, -0.015], [-0.034, -0.003, 0.066], [-0.003, 0.037, -0.019], [0.043, 0.038, -0.059], [-0.003, -0.106, 0.058], [0.024, 0.137, -0.046], [-0.072, 0.053, 0.122], [-0.028, -0.027, -0.051], [-0.018, -0.024, 0.049], [0.017, 0.044, -0.039], [0.040, -0.055, 0.017], [-0.054, 0.056, -0.003], [0.030, -0.043, 0.025], [-0.118, 0.016, -0.069], [-0.003, -0.005, -0.004], [-0.005, 0.003, -0.001], [-0.003, 0.000, -0.010], [0.014, 0.002, -0.015], [-0.005, 0.001, 0.002], [-0.008, -0.032, 0.007], [0.001, 0.001, 0.001], [-0.012, -0.002, 0.010], [0.003, 0.010, -0.001], [0.000, 0.000, 0.000], [-0.004, -0.006, 0.003], [0.013, -0.009, -0.001], [-0.005, 0.006, -0.012], [-0.002, 0.018, 0.013], [-0.001, -0.007, -0.004], [-0.004, 0.011, -0.006], [-0.006, -0.027, -0.002], [-0.036, 0.083, -0.002], [-0.018, -0.027, 0.013], [-0.062, -0.095, -0.015], [-0.063, 0.107, -0.027], [0.041, 0.014, 0.058], [-0.045, -0.015, 0.012], [-0.096, -0.012, -0.036], [0.038, 0.029, 0.015], [0.032, -0.052, -0.028], [0.006, -0.039, 0.073], [-0.060, 0.094, -0.033], [-0.017, 0.042, 0.016], [-0.004, -0.014, -0.026], [-0.007, -0.001, 0.006], [0.034, -0.018, 0.034], [0.015, 0.009, -0.017], [-0.003, -0.006, 0.025], [-0.006, 0.023, 0.008], [0.000, -0.024, -0.020], [0.003, 0.035, 0.069], [-0.086, -0.045, -0.144], [-0.083, -0.014, -0.044], [0.068, -0.077, -0.050], [0.006, -0.022, 0.018], [0.009, 0.029, 0.018], [-0.005, 0.018, -0.032], [0.003, -0.020, 0.009], [0.002, -0.005, -0.002], [0.002, -0.004, -0.001], [0.001, -0.002, -0.005], [0.003, -0.002, 0.002], [0.000, -0.003, 0.005], [-0.004, -0.006, 0.001], [0.002, 0.007, 0.001], [0.002, 0.007, -0.001], [0.002, 0.007, 0.004], [0.008, 0.013, 0.006], [-0.008, -0.001, -0.002], [0.005, -0.006, -0.004], [-0.010, -0.005, -0.006], [-0.002, -0.008, -0.006], [-0.008, -0.006, 0.010], [0.006, -0.007, -0.002], [0.002, -0.007, -0.003], [-0.001, -0.001, -0.004], [-0.004, 0.006, -0.003], [-0.007, 0.007, 0.006], [-0.005, -0.002, 0.002], [0.000, -0.002, -0.010], [0.008, 0.001, 0.003], [0.004, 0.003, -0.005], [0.001, -0.008, 0.000], [0.001, -0.005, 0.002], [-0.006, -0.003, 0.004], [0.003, 0.007, 0.002], [0.002, 0.001, 0.005], [0.007, 0.006, 0.005], [-0.008, 0.031, -0.009], [-0.004, 0.002, -0.014], [0.001, 0.002, -0.005], [0.005, -0.001, -0.005], [0.004, 0.006, 0.008], [0.001, 0.009, 0.007], [0.005, 0.004, -0.006], [0.008, -0.013, 0.023], [0.001, 0.006, 0.000], [-0.008, -0.004, 0.001], [-0.027, 0.019, -0.025], [0.049, -0.034, 0.079], [-0.020, -0.007, -0.067], [0.009, -0.010, 0.026], [-0.025, 0.036, -0.022], [0.019, -0.069, -0.048], [-0.029, 0.013, -0.020], [0.007, -0.007, 0.005], [-0.007, 0.003, -0.010], [0.006, 0.002, 0.009], [0.013, -0.003, 0.009], [0.021, -0.010, 0.001], [0.011, -0.055, 0.039], [0.009, 0.091, -0.039]]}